{
  "formula": "C31H71MnN10O13",
  "method": "the ωB97M-V functional and the def2-TZVPD basis",
  "elements": ["Mn", "O", "O", "O", "O", "O", "O", "O", "O", "O", "O", "O", "O", "O", "N", "N", "N", "N", "N", "N", "N", "N", "N", "N", "C", "C", "C", "C", "C", "C", "C", "C", "C", "C", "C", "C", "C", "C", "C", "C", "C", "C", "C", "C", "C", "C", "C", "C", "C", "C", "C", "C", "C", "C", "C", "H", "H", "H", "H", "H", "H", "H", "H", "H", "H", "H", "H", "H", "H", "H", "H", "H", "H", "H", "H", "H", "H", "H", "H", "H", "H", "H", "H", "H", "H", "H", "H", "H", "H", "H", "H", "H", "H", "H", "H", "H", "H", "H", "H", "H", "H", "H", "H", "H", "H", "H", "H", "H", "H", "H", "H", "H", "H", "H", "H", "H", "H", "H", "H", "H", "H", "H", "H", "H", "H", "H"],
  "positions_angstrom": [[-0.05060, -2.67936, 2.45722], [-2.47884, -1.51997, -3.71862], [-0.91787, -0.76618, 1.73130], [-1.00386, 3.04500, -4.20851], [-3.48762, 3.51834, 1.94372], [-1.88306, -3.52333, 1.91831], [-6.11490, -0.11666, 3.90505], [1.08632, -1.02477, 1.22885], [0.55376, -3.85745, 0.92306], [0.93102, 6.01359, -0.84424], [-0.01948, 0.68946, 0.34192], [1.62622, -2.12295, 3.71976], [2.57547, 1.76396, -0.09369], [2.32204, -1.67170, -3.99274], [2.46588, 6.27582, 0.81144], [-5.49358, -1.29346, 2.03102], [3.80266, -1.67921, 3.70776], [-0.41355, -1.71688, -4.52565], [3.56239, 2.58705, 1.74219], [4.03990, -1.39287, -2.63661], [-2.37634, 2.37059, 0.36865], [-0.83268, 4.81994, -2.86074], [0.36850, -4.77331, -1.19790], [-3.52425, -3.90200, 0.44382], [-0.64638, -2.72505, -5.55466], [-7.00909, -2.25217, 3.66279], [-1.55382, 2.43659, 2.76313], [0.51788, 2.91935, -2.28986], [2.57894, -1.60989, 4.29054], [4.44426, 3.14516, -0.56774], [0.30415, -6.29747, 0.61195], [-0.53241, 3.57162, -3.20584], [-4.63470, -0.28335, 1.43965], [-2.81277, -3.18490, -0.59865], [-3.02151, -3.94767, 1.64791], [2.71540, 1.78364, 2.68325], [-1.32103, -1.14954, -3.76147], [4.05746, -2.34241, 2.43053], [-2.55100, 2.79240, 1.65343], [-1.75598, 5.63278, -3.66356], [3.43343, -2.01733, -3.63009], [3.19641, 7.35669, 0.15722], [0.05459, -0.34787, 1.14150], [0.41434, -4.83034, 0.13539], [-0.84500, -0.23677, -2.66309], [0.63823, -3.52753, -1.92921], [3.47988, 2.47626, 0.40100], [3.48420, -0.36682, -1.78956], [-3.79693, -4.76732, 2.63602], [-6.13729, -1.11015, 3.16403], [2.47205, -0.93326, 5.67014], [0.67578, 4.52194, 1.05423], [-3.36442, 2.55776, -0.69773], [4.20087, -3.15790, -4.30343], [1.34604, 5.67344, 0.29465], [2.84913, -0.85363, -1.04940], [-1.24590, 3.34390, 3.28282], [2.71762, 6.14738, 1.78108], [1.14594, -6.88089, 0.23900], [5.04508, -1.48650, -2.66700], [-2.40792, 6.25173, -3.04712], [-7.69818, -2.00123, 4.46920], [-4.26296, 0.40341, 2.20009], [-6.44045, -3.11587, 4.00741], [1.04060, 2.13413, -2.83603], [-4.39311, 2.23976, -0.52807], [-3.72078, -0.66382, 0.98348], [-0.64688, 2.07268, 2.28030], [0.77127, 3.56362, 0.54373], [-7.62194, -2.61102, 2.83588], [1.19452, 3.70414, -1.95168], [4.50666, 2.51385, -1.45411], [4.27194, 3.17701, 2.15279], [-2.18318, -3.84467, -1.19564], [2.87174, 0.30518, -2.39073], [-5.65355, -2.09713, 1.44058], [4.62778, -1.42213, 4.23043], [-1.17788, 6.33005, -4.26996], [0.23511, -0.10637, -2.59622], [3.84202, -1.76579, 1.53098], [1.70791, -3.43948, -2.11929], [-1.20724, 0.74954, -2.95303], [-3.52057, -2.59921, -1.18523], [1.06168, 4.56691, 2.07263], [3.49455, -3.26789, 2.30921], [-2.09862, -2.45302, -0.22124], [-1.32160, -0.52477, -1.72606], [1.77260, -1.51551, 6.27002], [3.77324, 7.93285, 0.88070], [-1.63905, 1.71113, 0.16464], [5.13332, -2.49647, 2.34756], [-3.06637, 1.95915, -1.55851], [2.88731, 1.89762, 3.75355], [-0.32348, 5.16631, -2.06022], [0.55384, -1.53637, -4.29832], [4.76695, -3.76850, -3.59998], [-0.64004, -2.14419, -6.47697], [-3.16013, -5.38152, 3.27268], [4.23588, 0.10817, -1.15911], [2.52907, 7.94941, -0.46842], [-3.35871, 3.61895, -0.94661], [1.86646, -0.03558, 5.54558], [-0.37493, 4.81127, 1.03412], [0.24428, -3.63796, -2.93950], [-2.41740, 5.13123, -4.37000], [-1.91465, 1.65091, 3.42691], [3.85698, 6.86661, -0.55803], [4.78127, -2.76480, -5.13813], [1.67042, 1.95800, 2.42690], [-4.26251, -4.04440, 3.30590], [-4.54801, -5.41170, 2.17917], [0.22047, -5.59860, -1.76100], [0.92821, 0.80010, 0.23589], [3.99994, 4.09640, -0.86070], [0.08296, -3.53410, -5.51465], [-1.59856, -3.23402, -5.40493], [-5.24832, 0.24506, 0.71004], [0.28849, -6.36546, 1.69972], [-4.47336, -4.16749, 0.22289], [-0.52922, -6.87776, 0.21587], [0.16450, -2.64980, -1.48958], [3.50296, -3.82846, -4.80480], [5.41273, 3.41150, -0.14437], [2.93265, 0.71643, 2.63885], [-0.02047, 2.44492, -1.46938], [3.41873, -0.67676, 6.14564]],
  "orbital_gap_ev": [7.9, 7.6],
  "homo_ha": [-0.3760, -0.3760],
  "multiplicity": 6,
  "s2": 8.753,
  "largest_force_ev_per_a": 5.00,
  "e_above_lowest_ev": 0.206,
  "total_charge": 1
}

***

{
  "formula": "C20H26N6O4",
  "method": "the ωB97M-V functional and the def2-TZVPD basis",
  "elements": ["O", "O", "O", "O", "N", "N", "N", "N", "N", "N", "C", "C", "C", "C", "C", "C", "C", "C", "C", "C", "C", "C", "C", "C", "C", "C", "C", "C", "C", "C", "H", "H", "H", "H", "H", "H", "H", "H", "H", "H", "H", "H", "H", "H", "H", "H", "H", "H", "H", "H", "H", "H", "H", "H", "H", "H"],
  "positions_angstrom": [[-1.53078, -3.82554, 1.18817], [4.97274, -0.04528, 0.06734], [-3.52165, 2.52662, 2.47220], [-0.10046, 1.71364, -1.82905], [-3.27593, -1.62300, -2.73409], [-2.50685, 0.26922, 1.06378], [-2.41344, -1.13773, -1.83210], [0.66435, -3.37425, 0.96425], [-4.03681, -2.11459, -0.80017], [-4.21623, -2.19144, -2.10777], [-2.91514, -1.45892, -0.60696], [-1.25587, -0.41002, -2.25943], [-2.14245, 0.53352, 2.45064], [1.49512, -1.17646, 0.54911], [-2.22151, 2.03913, 2.69848], [4.08776, -2.16120, 0.50290], [6.22169, 1.92218, -0.36829], [3.86112, -0.78933, 0.28857], [0.50789, 1.91027, -3.08413], [-1.35430, 1.08199, -1.87880], [-3.87573, 0.73477, 0.86599], [-0.66189, -2.99838, 0.98660], [-2.34159, -1.14798, 0.73618], [-0.89272, -1.57086, 0.76147], [0.14189, -0.72132, 0.57026], [4.83159, 1.34555, -0.15340], [3.04637, -3.02516, 0.72908], [2.56721, -0.30574, 0.31418], [1.73349, -2.54581, 0.75211], [-3.93400, 2.23457, 1.15956], [1.37558, 2.54346, -2.90813], [-0.03694, 0.33256, 0.41770], [6.15529, 2.99254, -0.54008], [-2.82672, 0.01521, 3.14283], [-2.89914, -1.79568, 1.43787], [4.20403, 1.52332, -1.03780], [0.83626, 0.96578, -3.53055], [-1.20503, -0.54147, -3.34302], [-0.17304, 2.41548, -3.77801], [-4.57669, 0.20134, 1.52746], [6.83854, 1.73840, 0.50691], [5.10650, -2.51331, 0.48082], [-2.02360, 1.60058, -2.58076], [0.83937, -4.35984, 1.12226], [-4.18235, 0.56433, -0.16732], [-1.50843, 2.55195, 2.03420], [4.35411, 1.81704, 0.71655], [-3.29171, 2.76836, 0.44098], [-1.12649, 0.18345, 2.63591], [-4.95810, 2.59954, 1.06978], [-0.35991, -0.83445, -1.79638], [-1.98223, 2.27105, 3.73738], [3.23382, -4.07645, 0.88835], [6.69088, 1.45042, -1.22715], [-1.76011, 1.16230, -0.86525], [2.34225, 0.73566, 0.14877]],
  "smiles": "CCOc1ccc2[nH]c(=O)c([C@H](c3nnnn3CCOC)N3CCOCC3)cc2c1",
  "orbital_gap_ev": 8.2,
  "homo_ha": -0.3034,
  "largest_force_ev_per_a": 1.33,
  "e_above_lowest_ev": 2.830
}

***

{
  "formula": "C4H13N2O",
  "method": "the ωB97M-V functional and the def2-TZVPD basis",
  "elements": ["O", "N", "N", "C", "C", "C", "C", "H", "H", "H", "H", "H", "H", "H", "H", "H", "H", "H", "H", "H"],
  "positions_angstrom": [[-1.18676, -0.63954, -0.66616], [0.08062, 1.71997, -0.85224], [0.77727, -1.52870, -1.44304], [-0.64177, -2.77142, 0.14643], [-0.17660, 1.51021, 1.62375], [0.67516, 2.07996, 0.46703], [-0.35274, -1.54494, -0.65824], [-0.12500, -2.86524, 1.11228], [0.75811, 2.12334, -1.49962], [-0.24168, 0.43561, 1.78162], [0.74265, -1.04289, -2.33233], [0.26437, 1.96856, 2.51649], [0.68837, 3.14805, 0.68597], [-0.49965, -3.71780, -0.36440], [-0.82110, 2.15878, -1.00574], [-1.19111, 1.90635, 1.64887], [1.32773, -2.36016, -1.33325], [-1.67872, -2.91190, 0.45626], [1.66261, 1.65948, 0.64837], [-0.06177, 0.67229, -0.93203]],
  "orbital_gap_ev": 11.4,
  "homo_ha": -0.5304,
  "largest_force_ev_per_a": 3.20,
  "e_above_lowest_ev": 0.989,
  "total_charge": 1
}

***

{
  "formula": "CF3N2O4S",
  "method": "the ωB97M-V functional and the def2-TZVPD basis",
  "elements": ["S", "F", "F", "F", "O", "O", "O", "O", "N", "N", "C"],
  "positions_angstrom": [[-0.65105, 1.80113, -1.73255], [-0.17201, -1.31488, 2.43432], [1.15015, 0.37834, 2.65969], [1.86209, -1.41167, 1.68221], [-0.13536, 2.03619, -3.06978], [-2.07996, 2.03444, -1.61507], [-0.60129, -0.32777, -1.66191], [-0.24599, -1.94690, -0.27083], [-0.19423, -0.75524, -0.52966], [0.25411, 0.14387, 0.22752], [0.81354, -0.63748, 1.87605]],
  "orbital_gap_ev": 9.4,
  "homo_ha": -0.2098,
  "largest_force_ev_per_a": 5.61,
  "e_above_lowest_ev": 2.797,
  "total_charge": -1
}

***

{
  "formula": "C5H15N2OSi",
  "method": "the ωB97M-V functional and the def2-TZVPD basis",
  "elements": ["Si", "O", "N", "N", "C", "C", "C", "C", "C", "H", "H", "H", "H", "H", "H", "H", "H", "H", "H", "H", "H", "H", "H", "H"],
  "positions_angstrom": [[-1.13664, 0.19227, -0.12940], [3.34236, 0.80825, -0.52502], [2.41305, 0.69197, 0.47267], [1.84194, -1.49681, -0.11002], [1.57190, -0.33964, 0.52197], [-0.28830, 1.33564, -1.40189], [-1.68180, -1.55511, -0.72229], [-2.51322, 0.72849, 1.00234], [0.30234, -0.11006, 1.23718], [0.29104, 0.67795, 1.87653], [0.11261, -1.06029, 1.84634], [0.33209, 2.01262, -0.90580], [-1.15303, 1.80249, -2.00293], [2.20901, 1.61172, 0.78475], [2.74514, -1.48041, -0.60592], [-2.87653, -0.07158, 1.67807], [-2.38405, 1.59587, 1.65722], [0.24869, 0.78368, -2.03260], [-3.32145, 1.12551, 0.56461], [-1.81630, -2.25268, 0.00116], [4.22229, 0.70108, -0.14201], [-2.61881, -1.58718, -1.08229], [-1.00024, -1.95748, -1.60948], [1.15792, -2.15629, -0.37320]],
  "smiles": "C[Si](C)(C)CC(=[NH2+])NO",
  "orbital_gap_ev": 11.3,
  "homo_ha": -0.5303,
  "largest_force_ev_per_a": 5.98,
  "e_above_lowest_ev": 0.275,
  "total_charge": 1
}

***

{
  "formula": "C6H10N2",
  "method": "the ωB97M-V functional and the def2-TZVPD basis",
  "elements": ["N", "N", "C", "C", "C", "C", "C", "C", "H", "H", "H", "H", "H", "H", "H", "H", "H", "H"],
  "positions_angstrom": [[0.74971, -0.96303, 0.96631], [-1.42361, -0.56813, -0.13890], [-0.27858, -0.00677, -0.43102], [2.19111, -0.10273, -0.73363], [2.00695, 0.89579, 0.05444], [-2.55037, 0.35373, -0.16896], [0.69144, 0.49178, 0.81422], [0.87616, -1.00502, -0.41684], [2.99876, -0.31286, -1.43659], [-1.43520, -1.27452, 0.68355], [-2.65749, 0.89658, -1.00920], [0.40797, 1.13851, 1.71126], [2.33565, 1.90876, -0.07070], [-2.45263, 1.17876, 0.69775], [-0.33975, 0.73259, -1.23955], [0.74282, -2.09797, -0.87103], [1.67440, -1.09012, 1.49115], [-3.53735, -0.17532, 0.09775]],
  "orbital_gap_ev": 9.3,
  "homo_ha": -0.2980,
  "largest_force_ev_per_a": 6.34,
  "e_above_lowest_ev": 4.505
}